This record from the Open Molecules 2025 dataset describes the molecule C6H9NO. The level of theory is wB97M-V/def2-TZVPD.

Structure (XYZ):
```
17
Properties=species:S:1:pos:R:3:lowdin_charge:R:1
C 3.496 -0.112 0.019 -0.36
C 1.585 1.466 -0.164 -0.17
C 0.406 0.510 -0.334 -0.43
C 0.652 -0.836 0.345 0.04
C -0.795 1.008 0.499 -0.06
C 0.715 -1.993 -0.608 -0.12
N 2.708 0.640 -0.431 0.11
O 4.274 -0.953 0.272 0.14
H 1.589 2.204 -0.861 0.09
H 1.666 1.916 0.896 0.16
H 0.246 0.563 -1.378 0.11
H -0.578 0.492 1.444 0.08
H -1.668 0.684 0.086 0.04
H -0.747 2.111 0.473 0.09
H 0.585 -3.050 -0.279 0.08
H 1.771 -1.786 -0.847 0.08
H 0.254 -1.782 -1.619 0.09
```

Values from the calculation:
Gap between HOMO and LUMO in eV: 8.7
Energy relative to the best compared isomer or geometry (same formula, charge and spin) in kJ/mol: 445.2
Total charge: 0
HOMO level in eV: -8.588